ORCA calculation (ωB97M-V/def2-TZVPD) on a 6-piece molecular cluster, C41H88NO12 overall in a non-equilibrium geometry.

Atoms and positions in Å:
C -0.6065 -3.5640 2.2052
C 0.5321 -2.8976 2.3553
C 1.7613 -1.8538 2.4898
C 1.3815 -0.7219 3.5732
C 0.5344 -1.2480 4.8368
C -1.0609 -1.1196 4.6811
C -1.6842 0.2938 5.1491
C -0.7792 1.5851 4.8218
C -1.6760 2.9378 5.0744
C -1.9854 3.5832 3.5983
C -2.8756 2.5106 2.7767
C -3.4812 3.1064 1.3983
C -4.4258 1.9225 0.7804
O -3.5356 0.9639 0.1385
C -4.0885 -0.3951 0.1927
C 1.9023 -1.2475 0.9943
C 2.8601 0.0417 0.8843
C 2.2493 1.1110 -0.1548
C 0.7962 1.6823 0.2474
N 0.4233 2.7161 -0.7880
C -0.6258 2.2215 -1.7316
C 0.0700 4.0061 -0.1929
C 0.9504 4.7652 0.9408
O -0.9809 4.6392 -0.5947
H -1.5848 -3.9276 1.7153
H 0.9068 0.1563 3.0029
H 2.3925 -0.3309 4.0020
H 0.8838 -0.6583 5.7748
H 0.8363 -2.3447 5.0167
H -1.4475 -1.3788 3.6302
H -1.5202 -1.9248 5.3867
H -2.6944 0.4042 4.5801
H -1.9808 0.2517 6.2702
H -0.4322 1.6593 3.7274
H 0.1221 1.5569 5.5471
H -0.9953 3.7109 5.6081
H -2.6506 2.7211 5.6381
H -0.9801 3.6853 3.0364
H -2.4586 4.6233 3.6775
H -2.2933 1.5488 2.4997
H -3.7640 2.2284 3.4516
H -2.6064 3.2414 0.6494
H -4.0542 4.0925 1.5344
H -5.1822 2.3924 0.0293
H -4.9752 1.4270 1.6571
H -4.3706 -0.7224 1.2560
H -3.2217 -1.0961 -0.1370
H -4.9296 -0.5439 -0.5798
H 2.3518 -2.0837 0.3332
H 0.8145 -1.0620 0.6218
H 3.0808 0.5740 1.8742
H 3.8847 -0.3443 0.4906
H 2.1435 0.5800 -1.1705
H 2.9575 2.0310 -0.1974
H -0.0196 0.8580 0.1785
H 0.7424 2.0776 1.3258
H -1.7003 2.2891 -1.3295
H -0.4327 1.1121 -1.9768
H -0.5375 2.7983 -2.7300
H 0.5032 5.7965 1.2119
H 2.0160 4.9081 0.5199
H 0.9945 4.1323 1.8982
C 2.4757 4.5611 -3.5964
O 2.8241 3.1927 -3.7542
C 2.0956 2.5662 -4.8075
C 2.9473 2.4285 -6.0664
O 3.2458 3.7037 -6.6336
C 4.5659 4.1327 -6.3332
H 3.2147 5.0296 -2.9435
H 2.4713 5.0924 -4.5527
H 1.4902 4.6407 -3.1261
H 1.1696 3.1119 -5.0189
H 1.8249 1.5663 -4.4561
H 2.3777 1.8706 -6.8165
H 3.8665 1.8691 -5.8578
H 5.2851 3.5613 -6.9295
H 4.7995 4.0295 -5.2713
H 4.6511 5.1875 -6.6024
C 8.8754 -3.0331 1.5791
O 8.2065 -4.2108 1.1508
C 6.9754 -4.4203 1.8466
C 5.7787 -4.0103 0.9935
O 5.7569 -2.6017 0.7751
C 6.2254 -2.2493 -0.5182
H 9.6727 -2.8137 0.8658
H 8.1996 -2.1741 1.6193
H 9.3214 -3.1974 2.5655
H 6.9733 -3.8888 2.8040
H 6.9060 -5.4918 2.0556
H 4.8601 -4.2643 1.5317
H 5.7715 -4.5536 0.0412
H 5.4675 -2.5031 -1.2668
H 7.1690 -2.7436 -0.7626
H 6.3882 -1.1696 -0.5404
C -9.9436 -1.3177 1.2958
O -9.5329 -1.8544 2.5457
C -8.1849 -2.3239 2.5166
C -7.2368 -1.3274 3.1771
O -7.1461 -0.1205 2.4211
C -7.9187 0.9283 2.9873
H -10.8816 -0.7799 1.4454
H -9.2049 -0.6202 0.8912
H -10.1138 -2.1295 0.5813
H -7.8697 -2.5419 1.4905
H -8.1607 -3.2595 3.0827
H -6.2331 -1.7634 3.2055
H -7.5420 -1.1200 4.2091
H -7.4233 1.3082 3.8869
H -8.9335 0.6057 3.2306
H -7.9818 1.7377 2.2568
C 11.6437 -3.7358 -3.9435
O 11.2848 -3.6706 -2.5709
C 9.9480 -4.1170 -2.3362
C 9.9272 -5.5363 -1.7765
O 10.3880 -6.4818 -2.7424
C 11.7263 -6.8909 -2.5019
H 12.7245 -3.6025 -4.0211
H 11.3802 -4.7003 -4.3870
H 11.1494 -2.9295 -4.4951
H 9.3476 -4.0479 -3.2497
H 9.5122 -3.4418 -1.5945
H 8.8938 -5.8032 -1.5356
H 10.5147 -5.6024 -0.8539
H 11.7570 -7.5684 -1.6422
H 12.3907 -6.0414 -2.3287
H 12.0814 -7.4302 -3.3826
C -8.7862 2.0974 -1.5553
O -9.9782 1.3254 -1.6266
C -10.9960 1.9666 -2.3944
C -11.0969 1.3649 -3.7934
O -9.9287 1.6430 -4.5629
C -9.0522 0.5271 -4.6380
H -7.9913 1.4633 -1.1581
H -8.4795 2.4628 -2.5394
H -8.9325 2.9442 -0.8771
H -10.8246 3.0471 -2.4446
H -11.9424 1.7993 -1.8719
H -11.9408 1.8281 -4.3148
H -11.2840 0.2861 -3.7432
H -9.4691 -0.2257 -5.3152
H -8.8681 0.0827 -3.6575
H -8.0982 0.8697 -5.0438

**Spin multiplicity**: 1
**Molecular weight**: 787.2 g/mol
**LUMO**: 2.1 eV
**Energy relative to the best compared isomer or geometry (same formula, charge and spin)**: 0.000 eV
**Net charge**: -1
**HOMO level**: -2.1 eV
**DFT total energy**: -2572.06822 a.u.

Mulliken population analysis, charges in e, atoms 1 to 99:
1 C -0.719
2 C -0.123
3 C -0.537
4 C 1.057
5 C -1.020
6 C -0.429
7 C -0.324
8 C 0.811
9 C -0.868
10 C -0.322
11 C -0.020
12 C -0.199
13 C 0.125
14 O -0.216
15 C -0.553
16 C -0.418
17 C 0.028
18 C -0.397
19 C -0.006
20 N 0.978
21 C -0.763
22 C 0.391
23 C -1.008
24 O -0.645
25 H 0.285
26 H -1.010
27 H 0.194
28 H 0.391
29 H 0.442
30 H 0.179
31 H 0.252
32 H -0.145
33 H 0.366
34 H -1.053
35 H 0.530
36 H 0.301
37 H 0.353
38 H -0.138
39 H 0.431
40 H -0.004
41 H 0.172
42 H -0.297
43 H 0.446
44 H 0.165
45 H -0.174
46 H 0.119
47 H 0.272
48 H 0.211
49 H 0.334
50 H 0.035
51 H 0.309
52 H -0.121
53 H 0.138
54 H 0.132
55 H 0.205
56 H -0.533
57 H 0.104
58 H 0.350
59 H 0.168
60 H 0.290
61 H 0.266
62 H 0.195
63 C -0.710
64 O -0.304
65 C -0.368
66 C -0.708
67 O -0.372
68 C -0.685
69 H 0.240
70 H 0.389
71 H 0.214
72 H 0.359
73 H 0.345
74 H 0.385
75 H 0.365
76 H 0.326
77 H 0.280
78 H 0.243
79 C -0.751
80 O -0.234
81 C -0.576
82 C -0.604
83 O -0.199
84 C -0.647
85 H 0.205
86 H 0.325
87 H 0.308
88 H 0.379
89 H 0.349
90 H 0.433
91 H 0.323
92 H 0.313
93 H 0.214
94 H 0.241
95 C -0.717
96 O -0.415
97 C -0.635
98 C -0.520
99 O -0.034